The following is a DFT calculation (ωB97M-V/def2-TZVPD) of C11H15HoNP as an isolated structure at a distorted geometry.

Geometry as ORCA input:
```
! RIJCOSX wB97M-V def2-TZVPD def2/J DEFGRID3
* xyz 0 5
C -0.351 -0.523 -3.300
C -0.605 0.353 -4.312
C -0.388 1.770 -4.361
C 0.217 2.533 -3.318
C 0.633 2.071 -2.095
Ho -0.270 0.317 -1.195
P 0.209 -2.311 -0.460
H -0.619 -1.601 -3.334
H -1.001 -0.093 -5.239
H -0.609 2.281 -5.305
H 1.169 2.636 -1.303
H 0.397 3.599 -3.521
H 1.513 -2.473 0.123
H 0.146 -3.220 -1.571
H -0.719 -2.818 0.518
N 0.404 1.134 0.930
C 0.148 0.262 2.033
C 1.250 -0.311 2.660
C 1.010 -1.068 3.811
C -0.301 -1.270 4.266
C -1.388 -0.733 3.561
C -1.176 0.029 2.404
H 1.364 1.427 0.724
H -0.259 1.898 0.736
H 2.262 -0.137 2.270
H 1.855 -1.481 4.357
H -0.474 -1.847 5.178
H -2.406 -0.886 3.918
H -2.010 0.460 1.825
*
```

## Properties
* HOMO-LUMO gap (spin up / spin down): 0.1655 / 0.1681 hartree
* ΔE to the lowest compared entry with this formula, charge and spin: 1.7487 eV
* HOMO (spin up / spin down): -4.99 / -4.99 eV

Results of the Mulliken charge analysis, in e, for atoms 1 through 2: C -0.34; C -0.36


The following is a DFT calculation (ωB97M-V/def2-TZVPD) of a 2-piece molecular cluster, C16H15N3O2 overall at a distorted geometry.

Geometry as ORCA input:
```
! RIJCOSX wB97M-V def2-TZVPD def2/J DEFGRID3
* xyz 0 1
C 1.788 -1.010 0.921
N 2.708 -0.026 0.742
O 3.954 -0.236 0.855
O 2.292 1.152 0.490
C 0.399 -0.729 0.757
C -0.137 0.553 0.475
C -1.510 0.779 0.421
C -2.410 -0.276 0.601
C -3.837 -0.055 0.649
N -4.996 0.099 0.711
C -1.901 -1.579 0.764
C -0.539 -1.810 0.803
H 2.146 -2.027 1.056
H 0.523 1.380 0.257
H -1.886 1.790 0.248
H -2.609 -2.401 0.874
H -0.127 -2.822 0.838
C 2.291 -1.654 5.739
N 1.957 -0.262 5.427
C 1.205 0.493 6.387
C -0.170 0.630 6.181
C -0.965 1.277 7.129
C -0.371 1.844 8.261
C 1.010 1.726 8.468
C 1.797 1.037 7.537
C 2.350 0.132 4.223
H 1.806 -2.016 6.647
H 1.992 -2.267 4.881
H 3.377 -1.721 5.835
H -0.595 0.198 5.271
H -2.043 1.321 6.975
H -0.985 2.355 8.991
H 1.470 2.159 9.357
H 2.875 0.937 7.686
H 2.210 1.146 3.868
H 2.901 -0.614 3.655
*
```

## Properties
* HOMO-LUMO gap: 0.1668 hartree
* ΔE to the lowest compared entry with this formula, charge and spin: 7.1618 eV
* HOMO: -6.69 eV

Results of the natural (NBO) charge analysis, in e, for atoms 1 through 2: C -0.27; N 0.44


The following is a DFT calculation (ωB97M-V/def2-TZVPD) of C26H22F3I2IrN5OS as an isolated structure at a distorted geometry.

Geometry as ORCA input:
```
! RIJCOSX wB97M-V def2-TZVPD def2/J DEFGRID3
* xyz 2 2
Ir 0.247 -0.035 -0.336
F 4.932 1.886 -1.063
C 5.165 0.627 -1.464
F 6.455 0.362 -1.310
F 4.859 0.554 -2.766
C 4.304 -0.335 -0.676
C 4.827 -1.347 0.106
C 3.976 -2.156 0.851
C 2.608 -1.966 0.766
N 2.101 -1.029 -0.039
C 2.924 -0.194 -0.697
S 1.890 1.047 -1.357
H 5.899 -1.487 0.156
H 4.375 -2.931 1.489
H 1.904 -2.565 1.323
C 1.087 0.094 4.207
C 0.192 0.225 3.014
O 0.683 0.177 1.865
N -1.114 0.353 3.218
C -2.042 0.564 2.117
C -2.370 -0.697 1.361
C -3.472 -1.436 1.749
C -3.831 -2.582 1.058
C -3.065 -2.945 -0.031
C -1.973 -2.170 -0.368
N -1.607 -1.062 0.303
H 2.057 0.525 3.974
H 1.226 -0.967 4.427
H 0.672 0.577 5.090
H -1.458 0.339 4.165
H -1.610 1.307 1.459
H -2.954 0.995 2.524
H -4.061 -1.094 2.590
H -4.694 -3.161 1.356
H -3.290 -3.820 -0.624
H -1.369 -2.443 -1.218
C -1.419 5.197 1.033
C -0.317 4.398 1.298
C -0.164 3.184 0.643
C -1.124 2.798 -0.285
C -2.228 3.592 -0.570
C -2.370 4.794 0.103
N -0.941 1.544 -0.979
N -1.478 1.459 -2.104
C -1.150 0.297 -2.796
C -1.694 0.079 -4.058
C -1.286 -1.043 -4.761
C -0.345 -1.901 -4.204
C 0.204 -1.672 -2.940
C -0.204 -0.564 -2.223
H -1.536 6.141 1.547
H 0.432 4.721 2.008
H 0.699 2.564 0.842
H -2.958 3.277 -1.301
H -3.226 5.422 -0.102
H -2.408 0.781 -4.466
H -1.687 -1.245 -5.744
H -0.024 -2.770 -4.764
H 0.939 -2.361 -2.541
I 0.515 -4.697 -0.016
I 0.301 -7.203 -0.838
*
```

## Properties
* HOMO-LUMO gap (spin up / spin down): 0.2703 / 0.1863 hartree
* ΔE to the lowest compared entry with this formula, charge and spin: 0.0000 eV
* HOMO (spin up / spin down): -13.87 / -13.87 eV

Results of the natural (NBO) charge analysis, in e, for atoms 1 through 2: Ir 0.91; F -0.31


The following is a DFT calculation (ωB97M-V/def2-TZVPD) of a 10-piece molecular cluster, C6H29O10 overall at a distorted geometry.

Geometry as ORCA input:
```
! RIJCOSX wB97M-V def2-TZVPD def2/J DEFGRID3
* xyz 0 2
C -0.894 2.311 -0.670
O -2.024 2.594 -1.550
C 0.286 2.818 -1.470
C 0.803 1.721 -2.427
C 1.425 0.616 -1.567
C 1.806 -0.588 -2.146
C 2.586 -1.552 -1.377
H -1.011 1.235 -0.527
H -0.882 2.879 0.262
H -0.047 3.610 -2.138
H 1.000 3.295 -0.789
H -0.036 1.287 -2.959
H 1.618 2.005 -3.110
H 1.717 1.001 -0.596
H 1.768 -0.893 -3.195
H 1.724 -2.107 -0.920
H 3.252 -1.241 -0.580
H 3.111 -2.251 -2.017
H -2.813 2.582 -1.003
H -0.578 -1.605 3.061
O -1.139 -1.312 3.803
H -1.794 0.096 0.853
H -0.376 -3.642 1.093
O 0.259 -2.928 1.198
H -0.602 -1.936 -2.824
H -1.695 -2.358 -1.720
O -1.492 -2.228 -2.646
H -0.563 1.914 1.554
H -0.366 1.921 3.060
O 0.075 2.212 2.240
H -4.219 -0.579 0.243
H -3.006 -1.220 0.592
O -4.004 -1.428 0.661
H 2.056 -2.372 1.802
H 3.358 -1.711 1.947
O 2.844 -2.171 1.277
H -0.344 -2.107 1.004
H -1.345 -1.384 -0.502
O -1.434 -1.282 0.460
H 2.828 2.167 1.929
H 1.775 1.330 1.190
O 2.701 1.352 1.441
H -1.908 -1.752 3.413
H -2.311 0.763 2.289
O -2.109 0.936 1.358
*
```

## Properties
* HOMO-LUMO gap (spin up / spin down): 0.2959 / 0.1682 hartree
* HOMO (spin up / spin down): -9.57 / -9.56 eV

Results of the natural (NBO) charge analysis, in e, for atoms 1 through 2: C -0.08; O -0.74


The following is a DFT calculation (ωB97M-V/def2-TZVPD) of CH2ClNO as an isolated structure at a distorted geometry.

Geometry as ORCA input:
```
! RIJCOSX wB97M-V def2-TZVPD def2/J DEFGRID3
* xyz 0 1
C 0.383 -0.219 0.044
N 1.591 -0.461 -0.639
O 1.012 -1.423 0.189
Cl 3.025 0.278 0.050
H 0.282 0.448 0.885
H -0.635 -0.239 -0.935
*
```

## Properties
* HOMO-LUMO gap: 0.4044 hartree
* ΔE to the lowest compared entry with this formula, charge and spin: 4.9150 eV
* HOMO: -10.34 eV

Results of the natural (NBO) charge analysis, in e, for atoms 1 through 2: C 0.06; N -0.13